(1)
DFT (wB97M-V/def2-TZVPD) results for C46H46F9N2O5P2PtSSi as an isolated structure at a distorted geometry.

Geometry (Å):
Pt (0.049958, -0.085517, 0.366367)
F (-2.280631, -3.791072, -6.863746)
C (-1.075011, -3.852022, -6.272762)
F (-0.194068, -3.257604, -7.086827)
F (-0.741886, -5.149748, -6.187757)
C (-1.117031, -3.205855, -4.910759)
C (-0.235952, -2.193356, -4.577228)
C (-0.355803, -1.569612, -3.342420)
C (-1.346142, -1.959370, -2.449159)
C (-2.204997, -3.009411, -2.779927)
C (-2.090136, -3.628967, -4.010477)
P (-1.620496, -0.930543, -0.986691)
C (-2.376969, -2.107435, 0.201890)
C (-1.757003, -3.339096, 0.386671)
C (-2.212822, -4.218832, 1.355095)
C (-3.295228, -3.865827, 2.144569)
C (-3.934272, -2.649551, 1.959588)
C (-3.476153, -1.772919, 0.990300)
C (-3.823060, -4.799546, 3.202493)
F (-3.070042, -5.898140, 3.333197)
F (-5.075889, -5.196418, 2.918479)
F (-3.868132, -4.192622, 4.403347)
C (-2.996964, 0.163195, -1.429086)
C (-3.368504, 1.144562, -0.508535)
C (-4.387439, 2.030421, -0.795909)
C (-5.052100, 1.941761, -2.011287)
C (-4.696670, 0.970744, -2.932157)
C (-3.664954, 0.086519, -2.644349)
C (-6.136935, 2.932502, -2.346355)
F (-6.709950, 3.429179, -1.234634)
F (-7.101633, 2.380703, -3.089866)
F (-5.643279, 3.975861, -3.034028)
H (0.524729, -1.883299, -5.279491)
H (0.321579, -0.766639, -3.074807)
H (-2.972750, -3.331546, -2.088675)
H (-2.767683, -4.426041, -4.288013)
H (-0.904155, -3.602602, -0.216875)
H (-1.725305, -5.173260, 1.499142)
H (-4.792492, -2.392180, 2.566765)
H (-3.988117, -0.831441, 0.849332)
H (-2.842981, 1.200449, 0.437647)
H (-4.677710, 2.798727, -0.091491)
H (-5.226939, 0.897447, -3.871964)
H (-3.396551, -0.657674, -3.382317)
O (5.640360, 3.485406, 5.796042)
C (5.589622, 3.069842, 4.513877)
O (6.566778, 3.099980, 3.823778)
C (4.266587, 2.571293, 4.017289)
C (3.049624, 3.095162, 4.442672)
C (1.857900, 2.605671, 3.930836)
C (1.858071, 1.561690, 2.998415)
S (0.305565, 0.904019, 2.464768)
C (3.083791, 1.053968, 2.567091)
C (4.273396, 1.559409, 3.067045)
H (4.801111, 3.332982, 6.245586)
H (3.016783, 3.911108, 5.156437)
H (0.915423, 3.015184, 4.275399)
H (3.097852, 0.252752, 1.844907)
H (5.221470, 1.157097, 2.733037)
C (2.669740, -3.976243, -1.391219)
C (2.749054, -3.990941, 0.144720)
C (1.723728, -4.972050, 0.723677)
C (4.157195, -4.389994, 0.590640)
Si (2.316966, -2.251531, 0.742071)
O (0.789356, -1.871091, 0.213994)
C (2.361915, -2.236721, 2.615911)
C (1.145670, -2.182793, 3.304403)
C (1.096719, -2.272206, 4.689766)
C (2.267347, -2.426607, 5.415563)
C (3.489279, -2.461488, 4.755810)
C (3.532680, -2.368563, 3.373349)
C (3.525584, -1.006832, -0.030565)
C (4.873849, -0.889977, 0.325931)
C (5.695631, 0.080411, -0.231586)
C (5.191035, 0.965144, -1.175155)
C (3.863294, 0.858418, -1.566207)
C (3.045729, -0.114989, -0.998507)
H (2.833465, -4.983370, -1.789087)
H (3.433729, -3.324107, -1.821356)
H (1.689935, -3.637790, -1.740873)
H (1.938944, -5.987927, 0.375719)
H (0.713284, -4.722186, 0.410882)
H (1.753129, -4.982929, 1.815751)
H (4.417234, -5.359884, 0.154525)
H (4.224327, -4.491970, 1.674931)
H (4.912342, -3.676531, 0.254032)
H (0.223680, -2.076106, 2.745946)
H (0.142311, -2.236519, 5.200424)
H (2.232766, -2.535267, 6.492123)
H (4.407080, -2.576141, 5.318414)
H (4.498339, -2.402709, 2.882116)
H (5.294853, -1.557331, 1.067906)
H (6.735760, 0.142469, 0.061509)
H (5.837555, 1.710637, -1.620084)
H (3.473255, 1.511025, -2.342372)
H (2.024749, -0.220382, -1.355112)
N (-2.677369, 4.504744, 1.729104)
C (-1.603917, 3.463705, 1.904181)
P (-0.673520, 3.482624, 0.282191)
O (-1.380025, 4.640995, -0.372724)
O (-0.558633, 2.156357, -0.411373)
C (1.082956, 3.963182, 0.602887)
N (1.971868, 2.776278, 0.380757)
H (-2.402783, 4.896113, 0.744292)
H (-2.665187, 5.228773, 2.441545)
H (-3.609450, 4.102248, 1.686283)
H (-2.031551, 2.489430, 2.111681)
H (-0.953709, 3.726643, 2.734087)
H (1.259923, 4.370193, 1.595938)
H (1.313630, 4.724163, -0.141353)
H (2.171397, 2.278628, 1.264102)
H (2.862257, 2.995321, -0.064624)
H (1.442097, 2.108071, -0.204925)

Atoms 1-3, force components in eV/Å:
Pt -1.23 1.62 -1.01
F 0.02 0.00 0.00
C 0.04 -0.04 0.04

Summary:
Total energy ... -4654.745012 hartree
Relative energy (zero: lowest compared OMol25 entry of this formula, charge and spin) ... 205.6 kJ/mol
HOMO-LUMO gap ... 7.184 eV
Net charge ... +1

These are the Löwdin partial charges, in e, on atoms 1 to 99: number 1, Pt, carries 0.737; number 2, F, carries 0.150; number 3, C, carries -0.589; number 4, F, carries 0.148; number 5, F, carries 0.155; number 6, C, carries -0.101; number 7, C, carries 0.014; number 8, C, carries -0.061; number 9, C, carries -0.355; number 10, C, carries -0.059; number 11, C, carries 0.014; number 12, P, carries 0.987; number 13, C, carries -0.330; number 14, C, carries -0.091; number 15, C, carries 0.022; number 16, C, carries -0.106; number 17, C, carries 0.005; number 18, C, carries -0.051; number 19, C, carries -0.587; number 20, F, carries 0.149; number 21, F, carries 0.151; number 22, F, carries 0.144; number 23, C, carries -0.314; number 24, C, carries -0.117; number 25, C, carries 0.001; number 26, C, carries -0.100; number 27, C, carries 0.022; number 28, C, carries -0.024; number 29, C, carries -0.587; number 30, F, carries 0.137; number 31, F, carries 0.158; number 32, F, carries 0.156; number 33, H, carries 0.127; number 34, H, carries 0.101; number 35, H, carries 0.119; number 36, H, carries 0.134; number 37, H, carries 0.086; number 38, H, carries 0.127; number 39, H, carries 0.131; number 40, H, carries 0.094; number 41, H, carries 0.078; number 42, H, carries 0.110; number 43, H, carries 0.133; number 44, H, carries 0.110; number 45, O, carries 0.131; number 46, C, carries -0.483; number 47, O, carries 0.138; number 48, C, carries -0.132; number 49, C, carries -0.018; number 50, C, carries -0.110; number 51, C, carries -0.655; number 52, S, carries 0.621; number 53, C, carries -0.117; number 54, C, carries 0.024; number 55, H, carries 0.105; number 56, H, carries 0.123; number 57, H, carries 0.098; number 58, H, carries 0.064; number 59, H, carries 0.127; number 60, C, carries -0.080; number 61, C, carries -0.597; number 62, C, carries -0.072; number 63, C, carries -0.077; number 64, Si, carries 0.507; number 65, O, carries -0.522; number 66, C, carries -0.233; number 67, C, carries -0.134; number 68, C, carries -0.075; number 69, C, carries -0.078; number 70, C, carries -0.076; number 71, C, carries -0.098; number 72, C, carries -0.228; number 73, C, carries -0.093; number 74, C, carries -0.065; number 75, C, carries -0.078; number 76, C, carries -0.104; number 77, C, carries -0.131; number 78, H, carries 0.089; number 79, H, carries 0.080; number 80, H, carries 0.067; number 81, H, carries 0.093; number 82, H, carries 0.050; number 83, H, carries 0.086; number 84, H, carries 0.093; number 85, H, carries 0.076; number 86, H, carries 0.069; number 87, H, carries 0.070; number 88, H, carries 0.106; number 89, H, carries 0.105; number 90, H, carries 0.106; number 91, H, carries 0.089; number 92, H, carries 0.093; number 93, H, carries 0.114; number 94, H, carries 0.108; number 95, H, carries 0.107; number 96, H, carries 0.060; number 97, N, carries 0.118; number 98, C, carries -0.211; number 99, P, carries 0.465



(2)
DFT (wB97M-V/def2-TZVPD) results for an isolated molecule of C21H29N3O3 at a distorted geometry.

Geometry (Å):
C (-2.723392, -0.878482, -2.994642)
C (-1.253340, -0.840023, -2.598119)
C (-0.907756, -1.937579, -1.594504)
C (0.552152, -1.871620, -1.153271)
C (0.881428, -2.928442, -0.104087)
C (2.346258, -2.876510, 0.346674)
C (2.629487, -1.574352, 1.077878)
O (2.221633, -1.424206, 2.213946)
N (3.348709, -0.599096, 0.458412)
C (3.962961, -0.621780, -0.847962)
H (5.053891, -0.559296, -0.721829)
C (3.493328, 0.562172, -1.697710)
C (3.792132, 1.877562, -0.986088)
H (4.871711, 2.001157, -0.876283)
H (3.406752, 2.719827, -1.562608)
C (3.150254, 1.858041, 0.406827)
C (1.669304, 1.855174, 0.284578)
N (0.844057, 1.018864, 0.819124)
C (-0.379732, 1.447722, 0.382293)
N (-0.290104, 2.503038, -0.385875)
O (1.042237, 2.783366, -0.456265)
C (-1.599114, 0.751089, 0.733985)
C (-1.524661, -0.323641, 1.621309)
C (-2.677868, -1.011483, 1.936826)
C (-3.898231, -0.651859, 1.383710)
C (-3.972808, 0.421757, 0.500380)
C (-2.813915, 1.125125, 0.178931)
H (-2.867931, 1.953708, -0.507852)
O (-5.114516, 0.855268, -0.103241)
C (-6.320951, 0.189000, 0.176884)
H (-6.577260, 0.248176, 1.239709)
H (-7.083183, 0.704471, -0.405211)
H (-6.282233, -0.861488, -0.130322)
H (-4.779927, -1.214693, 1.647638)
H (-2.636531, -1.846323, 2.620673)
H (-0.568723, -0.597261, 2.039269)
H (3.441200, 2.760611, 0.956119)
C (3.617524, 0.623789, 1.187088)
H (4.696195, 0.708912, 1.370057)
H (3.088959, 0.549830, 2.138965)
H (2.420089, 0.473755, -1.875288)
H (3.999444, 0.533263, -2.663882)
H (3.732816, -1.547837, -1.368663)
H (3.008491, -3.056369, -0.497315)
H (2.507951, -3.671115, 1.078539)
H (0.245205, -2.773102, 0.768461)
H (0.669752, -3.922636, -0.505714)
H (0.748836, -0.887790, -0.725923)
H (1.198708, -2.002140, -2.026177)
H (-1.550509, -1.833861, -0.717826)
H (-1.108922, -2.914265, -2.042564)
H (-1.028907, 0.133982, -2.157894)
H (-0.631738, -0.954853, -3.490123)
H (-2.975704, -1.840730, -3.435912)
H (-2.945109, -0.098222, -3.718719)
H (-3.352196, -0.722870, -2.121247)

Atoms 1-3, force components in eV/Å:
C 0.24 0.10 -0.04
C -0.23 -0.26 0.12
C 0.31 0.32 -0.18

Summary:
Total energy ... -1207.609127 hartree
Relative energy (zero: lowest compared OMol25 entry of this formula, charge and spin) ... 267.2 kJ/mol
HOMO-LUMO gap ... 9.258 eV
Structure (SMILES) ... CCCCCCC(=O)N1CCC[C@@H](c2nc(-c3cccc(OC)c3)no2)C1

Let us look at the natural (NBO) charges, expressed in e, one per atom: number 1, C, carries -0.601; number 2, C, carries -0.393; number 3, C, carries -0.383; number 4, C, carries -0.412; number 5, C, carries -0.378; number 6, C, carries -0.488; number 7, C, carries 0.710; number 8, O, carries -0.637; number 9, N, carries -0.454; number 10, C, carries -0.207; number 11, H, carries 0.183; number 12, C, carries -0.414; number 13, C, carries -0.393; number 14, H, carries 0.207; number 15, H, carries 0.226; number 16, C, carries -0.286; number 17, C, carries 0.542; number 18, N, carries -0.503; number 19, C, carries 0.282; number 20, N, carries -0.148; number 21, O, carries -0.284; number 22, C, carries -0.016; number 23, C, carries -0.233; number 24, C, carries -0.192; number 25, C, carries -0.290; number 26, C, carries 0.298; number 27, C, carries -0.239; number 28, H, carries 0.240; number 29, O, carries -0.492; number 30, C, carries -0.252; number 31, H, carries 0.176; number 32, H, carries 0.202; number 33, H, carries 0.176; number 34, H, carries 0.219; number 35, H, carries 0.218; number 36, H, carries 0.252; number 37, H, carries 0.242; number 38, C, carries -0.222; number 39, H, carries 0.193; number 40, H, carries 0.270; number 41, H, carries 0.211; number 42, H, carries 0.218; number 43, H, carries 0.217; number 44, H, carries 0.198; number 45, H, carries 0.237; number 46, H, carries 0.214; number 47, H, carries 0.201; number 48, H, carries 0.209; number 49, H, carries 0.186; number 50, H, carries 0.204; number 51, H, carries 0.190; number 52, H, carries 0.197; number 53, H, carries 0.190; number 54, H, carries 0.197; number 55, H, carries 0.207; number 56, H, carries 0.204



(3)
DFT (wB97M-V/def2-TZVPD) results for an isolated molecule of C2H2N2O2S2 at a distorted geometry.

Geometry (Å):
C (-1.104553, 0.104354, 0.279038)
C (0.501974, -0.716873, -0.870814)
H (-3.085756, -0.779327, 0.857334)
H (2.692851, 0.575403, 0.751784)
N (-0.774339, -0.952489, -0.344643)
N (0.819224, 0.608462, -0.543686)
O (1.243192, -1.527255, -1.414787)
O (-0.197012, 1.124981, 0.338507)
S (-2.444594, 0.290921, 1.332432)
S (2.349013, 1.271824, -0.385165)

Atoms 1-3, force components in eV/Å:
C 0.87 0.19 0.89
C 1.08 -1.83 -0.27
H 0.06 -0.15 -0.07

Summary:
Total energy ... -1133.718688 hartree
Relative energy (zero: lowest compared OMol25 entry of this formula, charge and spin) ... 176.6 kJ/mol
HOMO-LUMO gap ... 10.545 eV
Structure (SMILES) ... O=c1nc(S)on1S

Let us look at the natural (NBO) charges, expressed in e, one per atom: number 1, C, carries 0.383; number 2, C, carries 0.717; number 3, H, carries 0.166; number 4, H, carries 0.104; number 5, N, carries -0.539; number 6, N, carries -0.349; number 7, O, carries -0.559; number 8, O, carries -0.317; number 9, S, carries 0.106; number 10, S, carries 0.287